1.
A molecular structure, C28H56AlBBr3Cl8FN3O16S2, computed with ωB97M-V/def2-TZVPD.

Calculated values
Strongest force on any atom: 5.44 eV Å⁻¹
Total energy: -15034.77380 hartree
Frontier orbital gap: 1.068 eV

ORCA input file:
```
! RIJCOSX wB97M-V def2-TZVPD def2/J DEFGRID3
* xyz 1 1
C 1.1801 7.4257 -5.0636
C -0.1217 6.6727 -4.6458
C -0.1748 6.2197 -3.1630
F 0.6589 6.9589 -2.3539
C 0.0229 4.6724 -2.9519
B -1.1812 3.7840 -3.6033
N -1.2293 2.3526 -3.6963
O -2.3464 4.5317 -4.1440
C -0.1813 4.3679 -1.3610
O -1.0652 4.7544 -0.5882
O 0.7551 3.5447 -0.9141
C 2.0079 3.8138 -1.6136
C 2.6660 4.9618 -0.8082
C 2.7028 4.6905 0.7380
C 3.7573 3.6378 1.1557
S 3.1846 1.8891 0.9569
C 1.4821 4.1454 -3.0334
N 2.4290 4.7373 -3.9541
H 1.8845 6.6916 -5.4693
H 1.6010 8.0752 -4.2872
H 0.9105 8.0897 -5.9076
H -0.9613 7.3798 -4.7892
H -0.2865 5.8626 -5.3727
H -1.2171 6.4267 -2.7945
H -1.7549 1.8997 -2.9543
H -0.3161 1.9255 -3.8320
H -3.1495 4.4322 -3.5579
H 2.7689 3.0225 -1.6268
H 2.1503 5.9351 -0.9210
H 3.7164 5.1541 -1.1028
H 3.0334 5.6540 1.1778
H 1.6974 4.5123 1.1519
H 3.9598 3.7745 2.2329
H 4.7131 3.8090 0.6373
H 3.8945 1.4828 -0.1307
H 1.3773 3.1161 -3.4518
H 2.6414 4.0198 -4.6415
H 3.3001 4.9654 -3.4810
Al -2.5414 4.8539 -2.0171
C -0.5192 -1.4179 2.2779
O -0.8146 -2.5430 2.6723
N -0.0434 -0.4417 3.0601
C 0.3158 0.8626 2.5407
C 0.1202 -0.7136 4.4878
H -0.6129 -1.1238 1.2200
H 1.3700 1.0463 2.7414
H -0.2887 1.6253 3.0390
H 0.1431 0.9159 1.4674
H 0.7838 -1.5471 4.6018
H -0.8444 -0.9768 4.9251
H 0.5258 0.1561 4.9981
C 2.2377 -3.2828 2.9856
O 2.6758 -2.5004 3.9008
H 2.1139 -2.8532 1.9743
H 2.8247 -4.2176 2.8030
H 1.1931 -3.7262 3.1758
C -3.2109 7.7396 1.4360
Cl -1.7867 7.6431 0.3892
Cl -4.0244 9.2886 1.2463
Cl -4.3180 6.4044 1.0869
H -2.8827 7.6498 2.4648
C -1.1282 12.4451 1.7903
Cl -2.7366 13.1819 1.7639
Cl 0.0152 13.4903 0.9384
Cl -0.6021 12.2351 3.4665
Cl -1.1939 10.8648 0.9918
C -2.1960 -4.6678 4.7427
C -0.8322 -5.3434 4.8281
C -0.6417 -6.4566 3.7987
C -1.6025 -7.6386 3.9322
C -1.5837 -8.3433 5.2878
C -0.2366 -8.9760 5.6209
H -3.0082 -5.3657 4.9531
H -2.2623 -3.8577 5.4720
H -2.3542 -4.2416 3.7513
H -0.6744 -5.7271 5.8397
H -0.0573 -4.5815 4.6643
H 0.3909 -6.8184 3.8593
H -0.7515 -6.0324 2.7935
H -1.3646 -8.3663 3.1507
H -2.6226 -7.3009 3.7272
H -2.3437 -9.1287 5.2779
H -1.8703 -7.6501 6.0842
H 0.0516 -9.7019 4.8572
H -0.2894 -9.4990 6.5772
H 0.5541 -8.2269 5.6994
C 5.2326 -0.3357 -2.8771
C 6.3658 0.1200 -3.7723
O 5.7841 1.1181 -4.6173
S 4.6435 1.9011 -3.8144
O 5.1898 3.1027 -3.2958
O 3.4467 1.8727 -4.5815
O 4.4897 0.8564 -2.5878
H 4.5715 -1.0322 -3.3974
H 5.5897 -0.7945 -1.9577
H 6.7785 -0.6911 -4.3664
H 7.1652 0.5896 -3.1943
C -4.8005 -10.8955 -0.5107
O -5.0480 -9.4903 -0.7449
C -4.3717 -8.6887 0.0876
O -3.6311 -9.0410 0.9638
O -4.6703 -7.4270 -0.2274
C -4.0182 -6.4527 0.5869
H -5.3653 -11.4773 -1.2210
H -3.7420 -11.1093 -0.6665
H -5.1065 -11.1823 0.4919
H -2.9358 -6.5266 0.4828
H -4.3108 -6.5647 1.6305
H -4.3369 -5.4733 0.2381
O 5.3716 4.9664 -7.9273
Cl 6.0623 4.3855 -6.8048
O 6.6727 5.4356 -6.0298
O 7.0712 3.4792 -7.2827
O 5.1240 3.6676 -5.9768
C -8.9707 -10.0493 -0.3310
Br -9.3077 -11.1101 1.2489
Br -7.1671 -10.3114 -0.9913
Br -10.3098 -10.3546 -1.6971
H -9.0531 -9.0108 -0.0383
*
```



2.
A molecular structure, C28H56AlK2O25P, computed with ωB97M-V/def2-TZVPD.

Calculated values
Strongest force on any atom: 1.84 eV Å⁻¹
Total energy: -4764.75882 hartree
Frontier orbital gap: 3.093 eV
Energy relative to the best compared isomer or geometry (same formula, charge and spin): 0.0 kcal per mole

ORCA input file:
```
! RIJCOSX wB97M-V def2-TZVPD def2/J DEFGRID3
* xyz 2 1
Al -2.6064 0.4616 -2.2612
K 2.3596 -1.9746 -1.4412
K 2.6568 1.4402 -0.7919
P 0.0034 -0.3654 -0.4074
O 0.1030 0.9098 -1.2620
O 1.2439 -0.5867 0.4381
O -0.3816 -1.3519 -1.5180
O -1.3079 -0.1756 0.3606
C -8.5210 -0.2112 -0.8218
C -7.3944 -1.0763 -1.3749
O -6.6577 -1.6625 -0.2929
C -5.4619 -1.2063 -0.0151
O -4.8322 -0.4317 -0.7104
O -5.0845 -1.6976 1.1492
C -3.7923 -1.4009 1.6614
H -9.1823 0.0634 -1.6419
H -8.1268 0.6894 -0.3439
H -9.0768 -0.7206 -0.0352
H -6.7566 -0.4693 -2.0119
H -7.8429 -1.8865 -1.9454
H -3.7458 -0.3473 1.9476
H -2.9847 -1.6228 0.9626
H -3.7091 -2.0119 2.5556
C -4.0722 2.2780 -6.3244
C -3.1372 2.1287 -5.1556
O -1.7820 2.3072 -5.5733
C -0.8495 1.8590 -4.7855
O -0.9934 1.2624 -3.7282
O 0.3422 2.1842 -5.3014
C 1.4679 1.5612 -4.7147
H -4.2134 3.3139 -6.6296
H -5.0458 1.8834 -6.0345
H -3.7303 1.7216 -7.1960
H -3.3256 1.1506 -4.6992
H -3.3838 2.8271 -4.3494
H 2.3693 2.0887 -5.0021
H 1.5051 0.5099 -5.0208
H 1.3222 1.5274 -3.6340
C -3.7760 6.5374 4.7816
C -2.7332 5.4804 5.0305
O -2.0779 5.1288 3.8151
C -2.3108 3.9244 3.3097
O -3.2725 3.2411 3.5164
O -1.3300 3.6379 2.4403
C -1.3979 2.3364 1.8969
H -4.6182 6.0537 4.2730
H -3.4606 7.2920 4.0558
H -4.1400 7.0867 5.6450
H -3.1735 4.6513 5.5817
H -1.9737 5.8876 5.7033
H -1.2136 1.5342 2.6133
H -0.6793 2.2859 1.0835
H -2.4018 2.1720 1.4931
C 0.1190 -3.8636 -3.9533
C -0.7670 -3.8895 -5.1867
O -0.5448 -2.7481 -6.0219
C -0.9050 -1.5805 -5.4884
O -1.5712 -1.4477 -4.4927
O -0.4807 -0.5368 -6.1989
C 0.3941 -0.7440 -7.3232
H 1.1591 -3.7889 -4.3059
H 0.1030 -4.8081 -3.4144
H -0.0953 -2.9721 -3.3750
H -1.8238 -3.9147 -4.9196
H -0.5587 -4.8037 -5.7370
H -0.1333 -1.2674 -8.1180
H 1.3120 -1.2556 -7.0534
H 0.5836 0.2578 -7.7025
C 8.6227 1.8207 2.1563
C 7.5132 2.1457 3.1370
O 6.2823 1.9306 2.3904
C 5.1551 2.0536 3.0618
O 5.0126 2.5123 4.1582
O 4.1580 1.5937 2.2759
C 2.8550 1.7311 2.8664
H 9.5995 1.8328 2.6372
H 8.6407 2.5862 1.3828
H 8.4391 0.8244 1.7577
H 7.5070 3.2028 3.3985
H 7.5392 1.5233 4.0277
H 2.1325 1.2906 2.1911
H 2.6798 2.7800 3.1245
H 2.8634 1.2975 3.8696
C 8.5027 -2.4392 -1.7290
C 7.2040 -3.1125 -1.3645
O 6.8468 -2.6772 -0.0249
C 5.5981 -2.6471 0.3363
O 4.6321 -3.0210 -0.3181
O 5.5020 -2.1295 1.5492
C 4.2116 -1.7865 2.0310
H 8.8281 -2.8277 -2.6923
H 9.2285 -2.7138 -0.9664
H 8.3971 -1.3584 -1.7857
H 7.3481 -4.1911 -1.2881
H 6.3795 -2.9438 -2.0557
H 4.3292 -1.4727 3.0600
H 3.5049 -2.6098 1.9305
H 3.8150 -0.9588 1.4331
C -3.5862 -1.4032 6.1421
C -2.8462 -2.6964 6.3259
O -1.4804 -2.6281 5.8757
C -1.2355 -2.9251 4.6138
O -1.9184 -3.5594 3.8582
O -0.0054 -2.4660 4.3071
C 0.2676 -2.4123 2.9183
H -3.2931 -0.8836 5.2283
H -3.3110 -0.6992 6.9317
H -4.6553 -1.5753 6.2362
H -3.3060 -3.5925 5.9044
H -2.7786 -2.9516 7.3848
H -0.3516 -1.7385 2.3319
H 0.2468 -3.4306 2.5178
H 1.3187 -2.1300 2.8742
*
```



3.
3 unconnected molecules or ions with the total composition C28H56BrCl2N4O8S, computed with ωB97M-V/def2-TZVPD.

Calculated values
Strongest force on any atom: 3.36 eV Å⁻¹
Total energy: -5813.56059 hartree
Frontier orbital gap: 6.761 eV
Energy relative to the best compared isomer or geometry (same formula, charge and spin): 0.0 kcal per mole

ORCA input file:
```
! RIJCOSX wB97M-V def2-TZVPD def2/J DEFGRID3
* xyz 1 1
C 4.8390 -5.0578 -0.6391
C 4.3704 -4.3154 -1.9182
C 3.2972 -3.2237 -1.5643
C 2.0056 -3.5180 -2.3603
C 2.3927 -3.3340 -3.8742
C 0.6817 -2.7696 -1.9989
C -0.4547 -3.6272 -2.6604
C -1.7542 -2.8620 -3.0225
C -1.7125 -2.4443 -4.5229
Cl -2.1351 -0.7104 -4.7687
C 0.6598 -1.3468 -2.5907
N 1.7498 -0.5193 -2.0474
C 1.8423 -0.5636 -0.6893
N 2.5247 0.4206 -0.1254
S 3.2567 1.6898 -1.0476
N 1.2967 -1.5092 0.1118
Cl 2.1459 -1.8461 1.5381
C 0.4144 -2.5603 -0.4954
Br 0.8258 -4.3237 0.3911
N -0.9746 -2.2439 -0.1634
C -1.2275 -0.8836 0.2742
C -1.0731 -0.3890 1.7214
O -1.6326 -0.1046 -0.4967
C -1.8043 -3.2535 0.4626
C -2.0747 -3.2930 1.9799
O -2.3762 -4.0319 -0.1870
H 5.5510 -5.8429 -0.9089
H 3.9485 -5.5831 -0.2646
H 5.2215 -4.3796 0.1275
H 3.9585 -5.0974 -2.5649
H 5.2228 -3.8816 -2.4520
H 3.7866 -2.2696 -1.8188
H 3.2227 -3.2556 -0.4730
H 1.8035 -4.5930 -2.2622
H 2.9953 -2.4149 -3.9276
H 1.5074 -3.1200 -4.4786
H 2.9327 -4.1947 -4.2587
H -0.0945 -4.0741 -3.5921
H -0.6213 -4.4870 -2.0026
H -2.5762 -3.5801 -2.9367
H -1.9912 -2.0159 -2.3807
H -0.7342 -2.5981 -4.9848
H -2.4295 -3.0511 -5.0783
H -0.2677 -0.8205 -2.3365
H 0.6693 -1.3585 -3.6794
H 2.6515 -0.7144 -2.4727
H 2.6678 0.4799 0.8756
H 4.5624 1.3104 -1.1513
H -0.4189 -1.0286 2.3192
H -0.7923 0.6641 1.7249
H -2.0740 -0.4483 2.1714
H -1.1002 -3.1472 2.4664
H -2.8097 -2.5446 2.2858
H -2.4021 -4.3012 2.2271
C 0.2198 3.9071 -4.2057
O 0.8230 5.0467 -3.6323
C 1.8407 4.7102 -2.7084
C 2.8322 5.8474 -2.5603
O 3.7804 5.9144 -3.6159
C 3.3078 6.4025 -4.8695
C 3.0627 7.8970 -4.8859
O 1.8217 8.2033 -4.2701
C 1.7671 9.5368 -3.8084
H -0.2574 3.2872 -3.4376
H -0.5381 4.2465 -4.9093
H 0.9607 3.3153 -4.7571
H 2.3725 3.8067 -3.0346
H 1.3586 4.5162 -1.7384
H 3.4210 5.6596 -1.6578
H 2.3261 6.8037 -2.4193
H 2.4296 5.8481 -5.2034
H 4.1111 6.1896 -5.5784
H 3.0225 8.2476 -5.9250
H 3.8827 8.4037 -4.3636
H 2.5429 9.7157 -3.0553
H 0.7945 9.6936 -3.3454
H 1.8843 10.2425 -4.6376
C -3.3732 -3.3814 8.1001
O -3.3181 -2.0162 7.7424
C -2.4377 -1.7770 6.6601
C -2.8166 -0.4995 5.9369
O -3.9154 -0.6524 5.0447
C -5.2027 -0.7816 5.6470
C -5.7373 0.5130 6.2237
O -5.1459 0.7760 7.4855
C -5.2007 2.1444 7.8290
H -2.3904 -3.7425 8.4207
H -4.0759 -3.4836 8.9249
H -3.7379 -3.9851 7.2606
H -2.4601 -2.6157 5.9526
H -1.4223 -1.6765 7.0683
H -1.9714 -0.2127 5.3039
H -2.9862 0.3212 6.6353
H -5.2133 -1.5852 6.3842
H -5.8677 -1.0830 4.8342
H -6.8217 0.4261 6.3677
H -5.5284 1.3335 5.5267
H -4.6538 2.7479 7.0953
H -4.7246 2.2673 8.8000
H -6.2378 2.4897 7.8950
*
```



Number 1: LUMO level -9.1 eV. Number 2: LUMO level -11.0 eV. Number 3: LUMO level -4.1 eV.